The following is a quantum chemistry calculation of a molecular structure, C39H28BrN4O6Ti at a distorted geometry, from the Open Molecules 2025 dataset.

Geometry as ORCA input:
```
! wB97M-V def2-TZVPD RIJCOSX def2/J DEFGRID3
* xyz -1 1
Ti -0.263 0.412 -0.010
C -1.213 4.625 -1.164
O 0.133 4.718 -1.637
C 0.508 3.772 -2.543
C 1.259 4.165 -3.629
C 1.733 3.235 -4.564
C 1.418 1.905 -4.394
C 0.677 1.487 -3.282
C 0.242 0.105 -3.173
N -0.334 -0.346 -2.129
N -0.908 -1.613 -2.235
C -1.630 -1.787 -1.172
O -1.785 -0.884 -0.249
C -2.283 -3.110 -0.966
C -2.075 -4.182 -1.832
C -2.676 -5.406 -1.574
C -3.485 -5.570 -0.452
C -3.689 -4.503 0.412
C -3.086 -3.276 0.156
C 0.225 2.409 -2.318
O -0.425 2.054 -1.251
H -1.405 5.542 -0.611
H -1.353 3.765 -0.515
H -1.908 4.558 -2.008
H 1.477 5.223 -3.725
H 2.320 3.565 -5.413
H 1.738 1.160 -5.115
H 0.330 -0.553 -4.032
H -1.437 -4.036 -2.695
H -2.510 -6.239 -2.247
H -3.948 -6.530 -0.249
H -4.311 -4.625 1.290
H -3.221 -2.434 0.825
O 4.695 -1.537 -1.535
C 3.987 -2.617 -1.164
C 4.581 -3.866 -1.340
C 3.911 -5.018 -0.969
C 2.632 -4.952 -0.417
C 2.033 -3.713 -0.254
C 2.691 -2.538 -0.623
C 2.010 -1.244 -0.416
O 0.776 -1.247 0.001
N 2.673 -0.146 -0.582
N 1.851 0.909 -0.174
C 2.434 2.046 -0.074
C 1.824 3.200 0.516
C 2.532 4.416 0.541
C 2.038 5.516 1.193
C 0.805 5.399 1.866
C 0.099 4.218 1.870
C 0.582 3.082 1.179
O -0.107 1.984 1.192
H 4.159 -0.741 -1.293
H 5.577 -3.904 -1.769
H 4.391 -5.982 -1.117
H 2.110 -5.856 -0.121
H 1.035 -3.625 0.156
H 3.464 2.109 -0.407
H 3.487 4.469 0.022
H 2.584 6.452 1.195
H 0.403 6.257 2.395
H -0.850 4.119 2.386
Br -3.054 1.624 0.587
C -3.110 0.664 2.217
C -4.301 0.749 2.873
C -4.448 0.155 4.145
C -3.379 -0.461 4.721
C -2.130 -0.550 4.050
C -1.031 -1.159 4.707
C 0.168 -1.245 4.074
C 0.309 -0.785 2.744
C -0.715 -0.214 2.033
C -1.963 -0.029 2.730
H -5.126 1.287 2.421
H -5.402 0.215 4.660
H -3.460 -0.892 5.715
H -1.167 -1.539 5.715
H 1.019 -1.691 4.578
H 1.272 -0.923 2.276
*
```

HOMO = -4.9388 eV
gap between HOMO and LUMO = 7.3 eV
E_tot = -152306.1199 eV
largest force on an atom = 1.06 eV/Å
relative energy (zero: lowest compared OMol25 entry of this formula, charge and spin) = 47.6 kJ/mol

Atom charges from the Mulliken analysis, given in e for atoms 1 to 5: -1.041 -0.534 -0.482 -0.335 -0.552



The following is a quantum chemistry calculation of a molecular structure, C25H25Co2N2O7 at a distorted geometry, from the Open Molecules 2025 dataset.

Geometry as ORCA input:
```
! wB97M-V def2-TZVPD RIJCOSX def2/J DEFGRID3
* xyz -1 1
C -3.414 -2.531 -2.846
N -2.774 -2.792 -1.596
C -2.390 -4.121 -1.250
C -0.916 -4.272 -0.847
C -0.146 -2.973 -0.817
N 1.240 -3.023 -0.917
C 1.803 -4.352 -1.074
C 3.318 -4.334 -0.928
O 3.928 -3.347 -1.764
C 3.412 -2.034 -1.523
C 1.900 -1.989 -1.732
C -0.800 -1.787 -0.581
C -2.270 -1.711 -0.770
H -4.046 -1.629 -2.794
H -2.681 -2.396 -3.672
H -4.044 -3.392 -3.122
H -2.994 -4.432 -0.379
H -2.681 -4.775 -2.088
H -0.907 -4.711 0.165
H -0.489 -5.009 -1.543
H 1.384 -5.012 -0.312
H 1.547 -4.760 -2.070
H 3.585 -4.169 0.137
H 3.727 -5.295 -1.285
H 3.650 -1.684 -0.499
H 3.916 -1.395 -2.265
H 1.688 -2.163 -2.810
H 1.525 -0.991 -1.493
H -0.287 -0.883 -0.256
H -2.619 -0.753 -1.194
H -2.744 -1.792 0.234
O -3.817 1.857 -1.186
C -2.774 2.061 -0.729
Co -1.187 2.494 -0.041
C 0.088 1.683 -0.866
O 1.012 1.253 -1.425
C -0.963 4.041 -0.793
O -0.685 5.123 -1.123
C -0.239 3.041 1.612
C 1.007 3.834 1.634
C 2.234 3.278 1.212
C 3.389 4.060 1.107
C 3.386 5.399 1.499
C 2.194 5.940 1.997
C 1.023 5.173 2.082
C -1.461 3.154 2.302
C -2.470 3.971 2.651
Co -1.018 1.483 2.157
C -1.332 1.335 3.889
O -1.621 1.403 5.009
C 0.331 0.368 2.006
O 1.214 -0.385 1.929
C -2.561 0.707 1.725
O -3.600 0.185 1.684
H 2.273 2.214 0.971
H 4.310 3.621 0.723
H 4.303 5.997 1.443
H 2.189 6.978 2.331
H 0.112 5.617 2.490
H -3.205 3.651 3.396
H -2.554 4.970 2.204
*
```

HOMO = -3.6306 eV
gap between HOMO and LUMO = 6.2 eV
E_tot = -118894.3215 eV
largest force on an atom = 5.46 eV/Å
relative energy (zero: lowest compared OMol25 entry of this formula, charge and spin) = 17.2 kJ/mol

Atom charges from the Mulliken analysis, given in e for atoms 1 to 5: -1.034 0.251 -1.057 -0.544 0.020



The following is a quantum chemistry calculation of 2 unconnected molecules or ions with the total composition C4H5NO at a distorted geometry, from the Open Molecules 2025 dataset.

Geometry as ORCA input:
```
! wB97M-V def2-TZVPD RIJCOSX def2/J DEFGRID3
* xyz 0 1
O -1.952 1.431 -0.478
C -1.627 0.407 -0.082
N 0.847 1.283 0.027
C 1.830 0.536 -0.264
C -0.466 -1.623 -0.223
C -1.467 -0.878 0.387
H 1.122 2.265 0.102
H 1.623 -0.530 -0.391
H 2.855 0.899 -0.408
H -0.543 -2.647 0.192
H -2.220 -1.143 1.137
*
```

HOMO = -8.2268 eV
gap between HOMO and LUMO = 8.5 eV
E_tot = -7761.8259 eV
largest force on an atom = 1.27 eV/Å
relative energy (zero: lowest compared OMol25 entry of this formula, charge and spin) = 453.5 kJ/mol

Atom charges from the Mulliken analysis, given in e for atoms 1 to 5: -0.239 0.763 -0.379 -0.212 -0.787